[1]
Molecular formula: C5H9ClN3
Method: DFT, the ωB97M-V functional and the def2-TZVPD basis

Results
Highest occupied orbital energy (eV): -14.34
Gap between HOMO and LUMO (eV): 8.18
Lowest unoccupied orbital energy (eV): -6.2
SMILES string: C[C@]1(Cl)C=NC=[NH+][C@@H]1N
Net charge: +1
Electronic energy (eV): -22315.106
Energy relative to the best compared isomer or geometry (same formula, charge and spin) (kJ/mol): 212.9
Spin multiplicity: 1

```
18
Properties=species:S:1:pos:R:3:forces:R:3
C -1.598006 -0.492882 -0.169717 -1.89 -0.91 0.80
C -0.566781 0.512887 -0.531752 2.31 0.83 2.35
Cl -1.350373 2.132578 -0.636858 0.66 -0.31 0.20
C 0.202810 0.237356 -1.755323 0.06 -3.33 1.09
N 0.934189 -0.885319 -1.793196 -0.36 2.68 0.07
C 1.432953 -1.333512 -0.621331 -0.43 -0.56 0.29
N 1.383832 -0.647613 0.492656 -0.95 0.03 -1.16
C 0.646001 0.557136 0.657119 0.35 4.56 -3.56
N 0.267412 0.838310 1.973047 -1.82 -1.30 0.28
H -1.904486 -0.519264 0.924081 0.84 0.00 -1.16
H -1.580223 -1.521350 -0.595917 0.55 0.79 0.34
H -2.432263 0.010363 -0.605550 -1.27 -0.50 -0.35
H -0.040451 0.886196 -2.559226 0.61 0.16 -1.33
H 1.917690 -2.319978 -0.526681 -0.12 0.61 -0.59
H 2.020575 -0.791986 1.208281 1.51 -0.95 1.74
H 1.319638 1.484890 0.356658 -0.96 -1.80 0.17
H -0.215873 1.757221 2.030477 0.60 -0.83 -0.05
H -0.436643 0.094966 2.153231 0.33 0.83 0.89
```
Forces are in eV/Å.

***

[2]
Molecular formula: C3H2N2O
Method: DFT, the ωB97M-V functional and the def2-TZVPD basis

Results
Highest occupied orbital energy (eV): -12.45
Gap between HOMO and LUMO (eV): 12.68
Lowest unoccupied orbital energy (eV): 0.2
SMILES string: N#CC(O)C#N
Electronic energy (eV): -8169.404
Energy relative to the best compared isomer or geometry (same formula, charge and spin) (kJ/mol): 29.8
Spin multiplicity: 1

```
8
Properties=species:S:1:pos:R:3:forces:R:3
N -0.391751 -2.372202 -0.915392 0.11 1.05 0.40
C -0.260300 -1.268362 -0.602271 -0.10 -0.91 -0.27
C -0.066032 0.179893 -0.333640 -0.20 0.02 -0.06
O 1.279551 0.554805 -0.428591 0.12 0.10 0.04
C -0.640901 0.595431 0.964188 -0.30 0.42 0.91
N -0.982528 1.018622 1.984011 0.28 -0.52 -1.03
H -0.607671 0.715112 -1.121916 0.02 -0.05 0.08
H 1.669633 0.576700 0.453611 0.06 -0.10 -0.06
```
Forces are in eV/Å.

***

[3]
Molecular formula: C4H8N2O3
Method: DFT, the ωB97M-V functional and the def2-TZVPD basis

Results
Highest occupied orbital energy (eV): -9.77
Gap between HOMO and LUMO (eV): 10.42
Lowest unoccupied orbital energy (eV): 0.6
SMILES string: N[C@H]1OCCN1C(=O)O
Electronic energy (eV): -13399.798
Energy relative to the best compared isomer or geometry (same formula, charge and spin) (kJ/mol): 182.4
Spin multiplicity: 1

```
17
Properties=species:S:1:pos:R:3:forces:R:3
N 0.467872 -1.990242 -0.036326 -1.55 1.16 -1.96
C 0.427973 -0.710111 0.648233 -2.40 -0.50 -0.63
O 1.577484 -0.026287 0.621503 2.33 1.67 -0.21
C 1.431230 1.022261 -0.308468 0.38 0.90 -2.05
C 0.052845 1.621322 0.067832 1.49 -2.95 1.62
N -0.583341 0.284766 0.069527 -0.72 -0.46 1.11
C -1.996613 0.160731 0.051392 -0.77 1.24 -0.36
O -2.842962 1.012332 0.334628 2.47 -1.42 -0.35
O -2.393488 -0.965465 -0.558681 -0.92 -0.11 0.56
H 1.229705 -2.502169 0.309200 1.04 -0.95 0.81
H 0.639930 -1.906104 -1.061699 -0.19 0.28 1.07
H 0.271490 -0.901427 1.689809 -0.73 -0.43 0.70
H 1.410145 0.535867 -1.385882 0.08 1.36 1.82
H 2.245340 1.766658 -0.201843 -0.24 -0.77 -0.09
H 0.171756 2.035974 1.124488 -0.60 0.06 -1.55
H -0.426841 2.155103 -0.700857 -0.40 1.31 -0.49
H -1.682518 -1.593210 -0.662860 0.72 -0.39 0.01
```
Forces are in eV/Å.

***

[4]
Molecular formula: C2H6N2
Method: DFT, the ωB97M-V functional and the def2-TZVPD basis

Results
Highest occupied orbital energy (eV): -9.26
Gap between HOMO and LUMO (eV): 10.25
Lowest unoccupied orbital energy (eV): 1.0
SMILES string: C=N.C=N
Electronic energy (eV): -5148.299
Energy relative to the best compared isomer or geometry (same formula, charge and spin) (kJ/mol): 349.3
Spin multiplicity: 1

```
10
Properties=species:S:1:pos:R:3:forces:R:3
C 0.457811 -4.461388 -1.528780 0.74 0.34 1.31
N 1.071372 -3.360258 -1.635650 0.32 -0.45 -2.84
H -0.416313 -4.619012 -0.882480 -0.71 0.09 -0.96
H 0.983633 -5.349556 -1.888641 0.08 -0.23 0.63
H 0.561140 -2.512282 -1.861862 -0.43 0.25 1.87
C -0.797550 3.788260 1.318391 1.22 0.71 1.00
N -0.579240 4.599876 2.268490 0.37 -1.35 1.29
H -1.287970 2.862770 1.615481 -1.02 0.28 -0.86
H -0.298408 3.950180 0.369430 0.08 -0.72 -0.43
H 0.305522 5.101410 2.225622 -0.65 1.08 -1.00
```
Forces are in eV/Å.

***

[5]
Molecular formula: C23H35N3O4
Method: DFT, the ωB97M-V functional and the def2-TZVPD basis

Results
Highest occupied orbital energy (eV): -8.21
Gap between HOMO and LUMO (eV): 8.87
Lowest unoccupied orbital energy (eV): 0.7
SMILES string: COc1cc(CN2CCNC(=O)[C@@H]2CC(=O)NCCCC2CCCC2)cc(OC)c1
Electronic energy (eV): -37080.266
Energy relative to the best compared isomer or geometry (same formula, charge and spin) (kJ/mol): 52.2
Spin multiplicity: 1

```
65
Properties=species:S:1:pos:R:3:forces:R:3
C -1.572187 3.205272 4.250321 -0.08 0.24 0.00
O -1.133395 1.870487 4.186616 0.24 -0.31 -0.13
C -0.194616 1.541014 3.252482 0.02 -0.14 -0.05
C 0.227334 0.209857 3.267368 0.03 0.04 0.04
C 1.166632 -0.234061 2.354362 -0.09 0.21 0.19
C 1.573668 -1.688105 2.300952 0.09 -0.02 -0.07
N 0.669630 -2.563645 1.556080 0.00 -0.06 -0.08
C -0.525213 -2.972235 2.260557 -0.44 -0.08 0.11
C -1.762230 -2.170670 1.830858 0.37 0.07 0.40
N -1.956245 -2.433453 0.426103 -0.40 -0.07 -0.10
C -0.899964 -2.585440 -0.391359 -0.22 0.12 0.07
O -1.024452 -2.994694 -1.534755 0.06 -0.21 -0.27
C 0.419413 -2.098820 0.192242 0.46 -0.06 -0.22
C 1.586481 -2.462097 -0.742791 -0.12 0.25 0.04
C 1.767346 -1.376256 -1.797023 -0.08 -0.59 0.11
O 2.560878 -0.458161 -1.659108 0.35 0.29 0.10
N 0.965577 -1.515160 -2.858886 -0.31 -0.03 -0.32
C 0.985386 -0.638875 -4.007328 0.14 0.08 -0.26
C -0.411752 -0.354755 -4.559209 0.18 0.25 0.13
C -1.173900 0.785629 -3.881053 -0.10 -0.32 0.05
C -1.622568 0.498854 -2.440614 -0.14 -0.02 0.02
C -0.703342 1.143117 -1.400253 0.02 -0.08 -0.01
C -1.130802 2.615766 -1.351203 0.05 0.07 0.07
C -2.580190 2.646039 -1.870037 -0.11 0.05 0.02
C -2.955216 1.181363 -2.115178 0.02 -0.03 -0.04
C 1.711944 0.652817 1.430219 0.20 0.19 -0.14
C 1.301842 1.979078 1.415475 -0.05 -0.08 0.10
O 1.767485 2.922569 0.559686 -0.36 0.02 0.32
C 2.823127 2.577066 -0.313765 0.22 -0.11 -0.25
C 0.337103 2.420133 2.325135 -0.09 0.20 0.01
H -2.066346 3.510910 3.322305 0.03 0.00 0.03
H -0.745114 3.889931 4.462551 -0.03 -0.02 -0.02
H -2.289564 3.241416 5.068823 0.04 0.05 -0.07
H -0.188813 -0.448261 4.013997 -0.06 -0.11 0.12
H 2.556535 -1.760171 1.828613 0.02 0.05 0.11
H 1.657943 -2.098245 3.309065 0.06 0.02 -0.05
H -0.713127 -4.028741 2.023485 -0.12 0.09 0.17
H -0.365862 -2.887025 3.334768 0.03 -0.02 0.00
H -1.591768 -1.101002 2.000824 -0.12 -0.14 0.07
H -2.646482 -2.481132 2.388183 0.03 0.01 -0.05
H -2.853807 -2.744424 0.085901 0.13 0.02 -0.08
H 0.317316 -0.998601 0.196372 -0.07 -0.13 -0.06
H 2.504341 -2.534433 -0.163129 -0.02 0.08 -0.06
H 1.389905 -3.423660 -1.216876 0.01 -0.02 0.07
H 0.268296 -2.250758 -2.831180 0.13 0.04 0.15
H 1.586181 -1.114435 -4.794932 -0.01 0.15 0.08
H 1.492427 0.283747 -3.713570 -0.01 -0.07 -0.08
H -0.303684 -0.099561 -5.616065 0.00 -0.09 -0.02
H -1.002990 -1.271951 -4.502045 -0.08 -0.06 -0.10
H -0.558802 1.685952 -3.903051 0.04 0.15 -0.08
H -2.059447 0.983574 -4.490336 -0.01 0.09 -0.03
H -1.695577 -0.581461 -2.298290 -0.01 -0.02 -0.01
H -0.887020 0.683815 -0.426190 0.04 -0.04 0.07
H 0.350784 1.026526 -1.636491 0.18 -0.08 0.05
H -0.484241 3.225981 -1.981113 0.04 0.06 0.02
H -1.052701 3.005602 -0.337589 0.07 0.06 0.01
H -3.258403 3.118426 -1.159957 -0.04 0.08 -0.05
H -2.637421 3.206177 -2.803598 -0.04 0.06 -0.01
H -3.694474 1.068388 -2.907584 -0.08 -0.07 -0.02
H -3.367824 0.745253 -1.203066 -0.04 -0.04 0.04
H 2.444838 0.295710 0.725328 0.10 -0.05 -0.16
H 2.992848 3.459810 -0.927854 0.03 -0.05 0.03
H 3.733716 2.343852 0.246460 -0.02 0.00 0.00
H 2.573774 1.727341 -0.953265 -0.02 0.04 0.05
H 0.045976 3.456359 2.278532 -0.05 0.13 0.03
```
Forces are in eV/Å.